The following is a quantum chemistry calculation of a cluster of 9 separate species, C41H82I2N11O10S in total, from the OMol25 dataset.

XYZ file:
```
147
Properties=species:S:1:pos:R:3
C -1.1935 3.3615 -4.0493
C -2.2056 2.6813 -3.0981
O -1.5822 1.5317 -2.5095
C -2.7329 3.6924 -2.0260
N -2.4891 3.2641 -0.6582
C -1.1478 3.6220 -0.1801
C -0.9824 3.1537 1.2543
O -0.4312 1.8488 1.2665
C -1.3072 0.8834 0.8190
C -0.7122 -0.4513 0.5869
N -1.6100 -1.3649 0.6339
C -1.1814 -2.7657 0.4084
I -2.5401 -4.2278 1.1929
C -0.8286 -3.1085 -1.0782
C 0.6856 -3.3363 -1.2214
I -1.6108 -1.7391 -2.5265
C -2.9429 -0.8010 0.9598
C -4.0880 -0.8996 -0.0247
C -4.2750 0.0454 -1.0028
C -5.3130 0.0057 -1.8880
N -6.2150 -0.9762 -1.8587
C -6.0404 -1.8688 -0.9034
C -5.0244 -1.9059 0.0181
C -2.6720 0.6229 1.5197
S -2.7389 0.6846 3.3206
H -0.3091 2.7441 -4.2022
H -1.6910 3.5807 -4.9929
H -0.8560 4.3189 -3.6495
H -3.0431 2.3146 -3.6860
H -0.6322 1.6945 -2.4234
H -2.3212 4.7016 -2.1599
H -3.8129 3.7695 -2.1657
H -3.1971 3.6003 -0.0192
H -1.0374 4.7111 -0.2763
H -0.4318 3.1046 -0.8190
H -1.9169 3.2543 1.8164
H -0.2646 3.8098 1.7450
H -1.6365 1.1406 -0.2201
H 0.3302 -0.6702 0.3898
H -0.2696 -2.8964 0.9816
H -1.2894 -4.0658 -1.2868
H 0.8782 -4.3415 -0.8323
H 1.0134 -3.3420 -2.2559
H 1.2813 -2.6670 -0.6002
H -3.3045 -1.3732 1.8204
H -3.5786 0.8805 -1.0672
H -5.4267 0.7817 -2.6345
H -6.7846 -2.6603 -0.8405
H -4.9770 -2.6726 0.7718
H -3.3756 1.3170 1.0730
H -1.9530 -0.3719 3.6107
C 2.6151 1.0559 -2.1669
O 1.6058 1.7083 -2.4200
N 3.1532 0.9376 -0.9470
C 4.3349 0.1371 -0.6754
C 2.5027 1.6424 0.1370
H 3.1571 0.4937 -2.9426
H 4.0847 -0.6399 0.0456
H 5.1226 0.7708 -0.2643
H 4.6936 -0.3333 -1.5877
H 1.4752 1.2945 0.2067
H 2.4872 2.7126 -0.0795
H 3.0179 1.4685 1.0792
C 5.4152 -3.8031 -0.2608
O 4.4359 -3.1302 -0.5476
N 5.9397 -3.9121 0.9670
C 7.1076 -4.7342 1.2427
C 5.3195 -3.1840 2.0613
H 5.9589 -4.3914 -1.0176
H 6.8558 -5.5003 1.9746
H 7.9053 -4.1063 1.6446
H 7.4580 -5.2152 0.3315
H 4.2812 -3.5002 2.1721
H 5.3319 -2.1139 1.8489
H 5.8586 -3.3772 2.9847
C 5.1678 2.6227 3.5637
O 4.6744 1.7065 2.9231
N 4.5842 3.8087 3.7818
C 5.2239 4.8613 4.5581
C 3.2665 4.0504 3.2240
H 6.1638 2.5388 4.0271
H 4.6014 5.1127 5.4154
H 5.3474 5.7472 3.9308
H 6.2011 4.5342 4.9084
H 2.5603 3.3142 3.6125
H 3.3024 3.9518 2.1373
H 2.9326 5.0502 3.4891
C 3.9010 7.4619 7.4379
O 3.8944 6.3137 7.0263
N 4.9858 8.1046 7.8977
C 4.9285 9.4737 8.3759
C 6.2585 7.4016 7.9161
H 2.9875 8.0780 7.4650
H 5.5924 10.1010 7.7785
H 5.2443 9.5131 9.4197
H 3.9143 9.8591 8.2990
H 6.5238 7.0932 6.9041
H 6.1771 6.5085 8.5363
H 7.0338 8.0512 8.3131
C -5.3230 6.0369 -4.1545
O -5.0166 4.9319 -4.5641
N -6.4667 6.3268 -3.5090
C -6.7751 7.6672 -3.0467
C -7.4230 5.2581 -3.2707
H -4.6663 6.9132 -4.2876
H -6.9093 7.6626 -1.9632
H -7.6949 8.0177 -3.5178
H -5.9668 8.3498 -3.2997
H -6.9568 4.4715 -2.6753
H -7.7378 4.8263 -4.2208
H -8.2894 5.6483 -2.7433
C 9.4620 -6.8260 3.8596
O 8.3019 -6.7967 3.4889
N 10.5368 -6.7170 3.0578
C 11.8915 -6.7644 3.5757
C 10.3345 -6.5489 1.6293
H 9.7295 -6.9538 4.9215
H 12.4110 -5.8346 3.3365
H 12.4301 -7.5997 3.1246
H 11.8793 -6.8943 4.6555
H 9.7590 -5.6426 1.4427
H 9.7760 -7.3981 1.2331
H 11.2950 -6.4785 1.1258
C -5.2249 -5.5667 -5.8173
O -5.0811 -6.6773 -6.2842
N -4.2573 -4.8484 -5.2118
C -4.5026 -3.5267 -4.6729
C -2.9284 -5.4247 -5.0982
H -6.1935 -5.0391 -5.8524
H -3.8496 -2.8018 -5.1647
H -4.2949 -3.5251 -3.5998
H -5.5390 -3.2354 -4.8335
H -2.5342 -5.6436 -6.0910
H -2.9778 -6.3591 -4.5370
H -2.2666 -4.7265 -4.5893
C -10.8778 -6.5909 -3.6512
O -11.7794 -6.3178 -2.8857
N -9.6889 -5.9539 -3.6944
C -8.6440 -6.3212 -4.6293
C -9.4551 -4.8616 -2.7672
H -10.9613 -7.4042 -4.3920
H -7.7475 -6.6158 -4.0790
H -8.4088 -5.4650 -5.2655
H -8.9635 -7.1507 -5.2555
H -9.5458 -5.2221 -1.7413
H -10.1997 -4.0797 -2.9210
H -8.4593 -4.4518 -2.9238
```

Calculated values
Highest occupied orbital energy (eV): -10.3
Maximum force (eV/A): 2.5
Net charge: +1

Löwdin population analysis, charges in e, atoms 1 to 99: number 1, C, carries -0.02; number 2, C, carries -0.36; number 3, O, carries -0.17; number 4, C, carries -0.16; number 5, N, carries -0.08; number 6, C, carries -0.16; number 7, C, carries -0.16; number 8, O, carries -0.09; number 9, C, carries -0.33; number 10, C, carries 0.10; number 11, N, carries -0.05; number 12, C, carries -0.69; number 13, I, carries 1.04; number 14, C, carries -0.80; number 15, C, carries -0.14; number 16, I, carries 1.10; number 17, C, carries -0.24; number 18, C, carries -0.21; number 19, C, carries -0.08; number 20, C, carries -0.11; number 21, N, carries 0.09; number 22, C, carries -0.14; number 23, C, carries -0.05; number 24, C, carries -0.51; number 25, S, carries 0.85; number 26, H, carries 0.07; number 27, H, carries 0.08; number 28, H, carries 0.07; number 29, H, carries 0.13; number 30, H, carries 0.04; number 31, H, carries 0.11; number 32, H, carries 0.11; number 33, H, carries 0.12; number 34, H, carries 0.13; number 35, H, carries 0.12; number 36, H, carries 0.12; number 37, H, carries 0.13; number 38, H, carries 0.14; number 39, H, carries 0.17; number 40, H, carries 0.08; number 41, H, carries 0.02; number 42, H, carries 0.09; number 43, H, carries 0.07; number 44, H, carries 0.07; number 45, H, carries 0.10; number 46, H, carries 0.09; number 47, H, carries 0.12; number 48, H, carries 0.11; number 49, H, carries 0.05; number 50, H, carries 0.10; number 51, H, carries -0.10; number 52, C, carries -0.33; number 53, O, carries -0.02; number 54, N, carries -0.18; number 55, C, carries -0.04; number 56, C, carries -0.03; number 57, H, carries 0.14; number 58, H, carries 0.07; number 59, H, carries 0.10; number 60, H, carries 0.09; number 61, H, carries 0.05; number 62, H, carries 0.10; number 63, H, carries 0.08; number 64, C, carries -0.35; number 65, O, carries -0.02; number 66, N, carries -0.19; number 67, C, carries -0.06; number 68, C, carries -0.03; number 69, H, carries 0.14; number 70, H, carries 0.08; number 71, H, carries 0.09; number 72, H, carries 0.09; number 73, H, carries 0.09; number 74, H, carries 0.09; number 75, H, carries 0.09; number 76, C, carries -0.35; number 77, O, carries -0.02; number 78, N, carries -0.19; number 79, C, carries -0.05; number 80, C, carries -0.04; number 81, H, carries 0.13; number 82, H, carries 0.06; number 83, H, carries 0.09; number 84, H, carries 0.09; number 85, H, carries 0.09; number 86, H, carries 0.08; number 87, H, carries 0.09; number 88, C, carries -0.34; number 89, O, carries -0.01; number 90, N, carries -0.20; number 91, C, carries -0.05; number 92, C, carries -0.03; number 93, H, carries 0.14; number 94, H, carries 0.09; number 95, H, carries 0.09; number 96, H, carries 0.08; number 97, H, carries 0.09; number 98, H, carries 0.10; number 99, H, carries 0.09